Formula: C13H29N2O8P2
Source: OMol25
Level of theory: wB97M-V/def2-TZVPD

Computed properties:
Molecular weight in g/mol: 403.33
2S+1: 1
Net charge: +1
Kohn-Sham gap in eV: 7.087

Positions of all 54 atoms, in Å:
1 C -0.997 -1.539 -0.515
2 C 0.018 -2.552 -1.135
3 N 1.418 -2.366 -0.567
4 C 1.540 -3.312 0.489
5 C 1.000 -2.988 1.730
6 C 1.095 -3.950 2.744
7 C 1.715 -5.203 2.461
8 C 2.233 -5.411 1.210
9 N 2.144 -4.484 0.226
10 H -1.788 -2.035 0.063
11 H -0.430 -0.857 0.136
12 H -1.455 -0.964 -1.334
13 H 0.010 -2.563 -2.233
14 H -0.327 -3.560 -0.822
15 H 2.047 -2.659 -1.316
16 H 0.527 -2.018 1.895
17 H 0.677 -3.790 3.741
18 H 1.798 -6.002 3.198
19 H 2.732 -6.356 0.981
20 H 2.525 -4.681 -0.693
21 C 4.137 0.715 2.458
22 O 3.484 1.868 2.968
23 P 2.694 1.706 4.434
24 O 3.675 0.822 5.138
25 O 1.471 0.847 3.768
26 C 0.874 1.294 2.549
27 O 1.722 2.052 5.751
28 C 2.278 2.954 6.724
29 H 4.293 0.877 1.390
30 H 5.106 0.590 2.937
31 H 3.530 -0.182 2.597
32 H 1.218 0.660 1.727
33 H 1.118 2.330 2.320
34 H -0.209 1.198 2.633
35 H 2.564 3.895 6.254
36 H 3.145 2.503 7.207
37 H 1.516 3.152 7.474
38 C -5.694 2.812 -3.738
39 O -4.802 1.844 -4.288
40 P -3.177 2.233 -4.298
41 O -3.083 2.906 -2.962
42 O -3.351 3.299 -5.515
43 C -4.122 2.936 -6.668
44 O -1.525 2.160 -4.611
45 C -0.789 1.209 -3.838
46 H -6.693 2.576 -4.106
47 H -5.697 2.744 -2.652
48 H -5.428 3.822 -4.051
49 H -5.085 3.445 -6.635
50 H -4.292 1.862 -6.731
51 H -3.587 3.262 -7.559
52 H -1.214 0.211 -3.963
53 H -0.799 1.485 -2.781
54 H 0.240 1.204 -4.191

Forces on atoms 1 to 6 (eV/Å):
C 0.61 0.00 -0.64
C -1.12 -0.28 1.11
N -0.33 -1.61 -0.43
C -0.04 2.06 -1.32
C 0.21 -1.21 1.01
C 0.04 -0.45 -0.55

natural (NBO) population analysis, charges in e, atoms 1 to 2: -0.636, -0.228